(1)
{
  "formula": "C6H9O7V",
  "method": "the ωB97M-V functional and the def2-TZVPD basis",
  "elements": ["O", "V", "C", "C", "O", "O", "H", "H", "H", "C", "C", "O", "O", "H", "H", "H", "C", "C", "O", "O", "H", "H", "H"],
  "coordinates": [[8.785, -12.879, -1.056], [8.282, -11.863, -2.156], [10.593, -8.709, -3.510], [9.805, -9.898, -3.058], [8.717, -10.212, -3.622], [10.226, -10.702, -2.178], [10.309, -8.418, -4.519], [11.650, -8.972, -3.590], [10.482, -7.899, -2.792], [5.043, -9.654, -0.423], [6.190, -10.501, -0.939], [7.345, -10.279, -0.508], [6.011, -11.428, -1.779], [4.191, -9.599, -1.100], [5.386, -8.613, -0.416], [4.811, -9.952, 0.595], [7.928, -15.063, -4.884], [8.150, -13.866, -3.997], [9.295, -13.501, -3.658], [7.166, -13.153, -3.619], [7.228, -14.818, -5.679], [7.539, -15.908, -4.314], [8.878, -15.383, -5.308]],
  "lowdin_spin": [-0.169, 1.102, 0.001, 0.008, 0.001, 0.001, 0.000, 0.000, 0.000, 0.000, 0.003, -0.003, 0.025, 0.000, 0.000, 0.000, 0.001, 0.004, -0.002, 0.027, 0.000, 0.000, 0.000],
  "total_charge": -1,
  "lumo_ha": [0.1253, 0.1255],
  "homo_lumo_gap_ev": [8.72, 9.56],
  "multiplicity": 2,
  "relative_energy_kj_mol": 7.3,
  "e_homo_ha": [-0.1952, -0.2258],
  "mol_weight_g_mol": 244.1
}

(2)
{
  "formula": "C36H69BFNO15P3",
  "method": "the ωB97M-V functional and the def2-TZVPD basis",
  "elements": ["C", "C", "B", "O", "C", "C", "C", "N", "C", "C", "C", "C", "O", "C", "F", "C", "C", "C", "C", "C", "C", "C", "C", "O", "H", "H", "H", "H", "H", "H", "H", "H", "H", "H", "H", "H", "H", "H", "H", "H", "H", "H", "H", "H", "H", "H", "H", "H", "O", "P", "O", "C", "C", "O", "C", "C", "O", "C", "C", "H", "H", "H", "H", "H", "H", "H", "H", "H", "H", "H", "H", "H", "H", "H", "O", "P", "O", "C", "C", "O", "C", "C", "O", "C", "C", "H", "H", "H", "H", "H", "H", "H", "H", "H", "H", "H", "H", "H", "H", "H", "O", "P", "O", "C", "C", "O", "C", "C", "O", "C", "C", "H", "H", "H", "H", "H", "H", "H", "H", "H", "H", "H", "H", "H", "H", "H"],
  "coordinates": [[-0.735, -4.274, -2.047], [-1.888, -4.135, -1.724], [-3.405, -3.834, -1.197], [-4.440, -3.790, -2.240], [-5.221, -2.612, -2.059], [-6.232, -2.945, -0.951], [-7.653, -2.646, -1.462], [-7.896, -1.199, -1.667], [-7.841, -0.458, -0.400], [-8.005, 1.042, -0.710], [-9.248, -1.101, -2.164], [-9.464, -0.730, -3.623], [-10.218, -1.299, -1.476], [-4.055, -1.598, -1.633], [-4.627, -0.547, -0.924], [-3.426, -1.227, -2.971], [-2.055, -0.564, -2.908], [-1.714, 0.304, -3.949], [-0.475, 0.925, -4.005], [0.482, 0.690, -3.016], [0.134, -0.156, -1.970], [1.162, -0.417, -0.879], [-1.110, -0.782, -1.917], [-3.371, -2.393, -0.765], [0.330, -4.223, -2.046], [-3.674, -4.597, -0.284], [-5.628, -2.359, -3.044], [-6.031, -2.433, -0.009], [-6.231, -4.017, -0.745], [-8.393, -3.088, -0.773], [-7.799, -3.167, -2.416], [-8.579, -0.804, 0.336], [-6.863, -0.546, 0.075], [-7.383, 1.279, -1.577], [-9.045, 1.300, -0.931], [-7.663, 1.631, 0.145], [-10.421, -0.212, -3.709], [-9.509, -1.619, -4.254], [-8.670, -0.054, -3.945], [-3.371, -2.070, -3.660], [-4.097, -0.488, -3.430], [-2.398, 0.509, -4.769], [-0.257, 1.568, -4.855], [1.454, 1.167, -3.099], [2.121, -0.003, -1.198], [0.851, -0.063, 0.104], [1.309, -1.502, -0.820], [-1.325, -1.459, -1.099], [-4.060, -1.847, 5.904], [-5.432, -1.563, 5.405], [-5.329, -0.059, 4.780], [-4.304, 0.226, 3.820], [-4.629, -0.355, 2.459], [-6.190, -1.263, 6.844], [-5.725, -1.866, 8.049], [-4.954, -0.861, 8.881], [-6.831, -1.974, 4.708], [-7.973, -1.105, 4.749], [-8.204, -0.448, 3.404], [-3.338, -0.142, 4.173], [-4.228, 1.312, 3.754], [-4.820, -1.430, 2.521], [-3.809, -0.190, 1.761], [-5.525, 0.109, 2.044], [-5.118, -2.746, 7.836], [-6.606, -2.205, 8.600], [-4.171, -0.382, 8.294], [-4.500, -1.341, 9.750], [-5.619, -0.069, 9.229], [-7.891, -0.355, 5.531], [-8.824, -1.742, 4.993], [-7.514, 0.381, 3.251], [-9.217, -0.045, 3.349], [-8.054, -1.155, 2.588], [4.697, 2.080, -3.573], [5.657, 2.561, -4.633], [6.840, 3.116, -3.618], [7.455, 2.202, -2.713], [8.437, 1.283, -3.418], [4.803, 3.957, -4.924], [3.374, 3.945, -4.891], [2.885, 4.542, -3.588], [6.539, 2.945, -5.966], [7.140, 4.237, -6.130], [8.639, 4.174, -5.919], [6.699, 1.618, -2.185], [7.979, 2.797, -1.964], [7.959, 0.755, -4.249], [8.840, 0.548, -2.720], [9.270, 1.852, -3.835], [2.985, 2.937, -5.031], [3.017, 4.550, -5.728], [3.357, 4.069, -2.727], [1.803, 4.437, -3.494], [3.138, 5.604, -3.538], [6.696, 4.983, -5.478], [6.931, 4.535, -7.159], [8.882, 4.139, -4.858], [9.118, 5.062, -6.336], [9.065, 3.284, -6.383], [8.076, 0.943, 0.898], [8.358, 0.174, 2.140], [7.043, -0.783, 2.319], [6.617, -1.593, 1.221], [7.512, -2.804, 1.027], [8.037, 1.331, 3.267], [8.205, 2.717, 2.960], [6.860, 3.370, 2.714], [9.325, -0.623, 3.163], [8.876, -0.993, 4.479], [8.592, -2.478, 4.561], [6.573, -1.000, 0.305], [5.600, -1.914, 1.444], [8.559, -2.508, 0.913], [7.208, -3.365, 0.143], [7.457, -3.469, 1.889], [8.867, 2.849, 2.105], [8.690, 3.180, 3.822], [6.282, 2.820, 1.973], [6.984, 4.399, 2.371], [6.270, 3.379, 3.632], [8.008, -0.421, 4.793], [9.696, -0.743, 5.154], [7.629, -2.716, 4.110], [8.553, -2.799, 5.603], [9.353, -3.056, 4.035]],
  "mulliken_charge": [-0.090, -0.640, 1.510, -0.918, -0.023, -0.698, -1.350, 0.495, 0.385, -1.609, 0.631, -1.338, -0.551, 1.128, -0.379, -1.191, 0.161, -0.983, -0.760, -0.787, 0.573, -1.414, 0.098, -1.107, 0.377, -0.369, 0.594, -0.084, 0.494, 0.390, 0.489, 0.382, -0.319, 0.338, 0.381, 0.402, 0.385, 0.321, 0.312, 0.436, 0.421, 0.385, 0.356, 0.580, 0.336, 0.297, 0.292, 0.647, -0.835, 1.180, -0.268, -0.790, -0.307, -0.378, -0.377, -1.077, -0.367, -0.260, -0.832, 0.390, 0.320, 0.237, 0.404, -0.104, 0.348, 0.354, 0.278, 0.361, 0.288, 0.287, 0.399, 0.159, 0.483, 0.122, -0.725, 1.296, -0.371, -0.295, -0.973, -0.424, -0.336, -1.141, -0.469, -0.065, -1.106, 0.373, 0.229, 0.274, 0.365, 0.238, 0.305, 0.342, 0.245, 0.387, 0.347, 0.246, 0.403, 0.163, 0.419, 0.277, -0.677, 1.047, -0.328, -0.186, -0.973, -0.410, -0.311, -1.087, -0.390, -0.094, -1.097, 0.200, 0.300, 0.262, 0.407, 0.225, 0.307, 0.337, 0.275, 0.360, 0.315, 0.247, 0.408, 0.161, 0.414, 0.286],
  "total_charge": -1,
  "lumo_ha": 0.0007,
  "homo_lumo_gap_ev": 5.24,
  "e_homo_ha": -0.1919,
  "mol_weight_g_mol": 878.7
}

(3)
{
  "formula": "C27H32ClN2O7RbSb2",
  "method": "the ωB97M-V functional and the def2-TZVPD basis",
  "elements": ["Rb", "C", "O", "C", "C", "C", "C", "C", "C", "N", "N", "C", "O", "C", "C", "C", "C", "C", "C", "C", "O", "H", "H", "H", "H", "H", "H", "H", "H", "H", "H", "H", "H", "C", "Sb", "C", "C", "C", "C", "C", "C", "C", "C", "C", "Sb", "C", "C", "H", "H", "H", "H", "H", "H", "H", "H", "H", "H", "H", "H", "H", "H", "H", "H", "H", "H", "H", "H", "O", "Cl", "O", "O", "O"],
  "coordinates": [[-0.469, 0.296, 0.050], [1.517, 1.040, 5.885], [1.728, 1.349, 4.537], [0.902, 2.300, 3.983], [0.173, 3.197, 4.731], [-0.649, 4.153, 4.111], [-0.719, 4.178, 2.730], [0.024, 3.277, 1.963], [0.020, 3.332, 0.484], [-0.951, 3.441, -0.338], [-2.244, 3.641, 0.132], [-2.976, 2.601, 0.430], [-2.679, 1.365, 0.436], [-4.409, 2.975, 0.750], [-4.767, 4.241, 1.203], [-6.091, 4.541, 1.496], [-7.083, 3.578, 1.334], [-6.730, 2.309, 0.889], [-5.401, 2.010, 0.611], [0.872, 2.295, 2.550], [1.541, 1.451, 1.849], [2.065, 0.119, 6.084], [0.455, 0.883, 6.102], [1.893, 1.820, 6.559], [0.222, 3.166, 5.814], [-1.226, 4.845, 4.713], [-1.359, 4.887, 2.220], [0.999, 3.278, 0.019], [-3.986, 4.982, 1.316], [-6.355, 5.530, 1.855], [-8.118, 3.814, 1.557], [-7.494, 1.549, 0.767], [-5.095, 1.021, 0.293], [2.679, -4.287, 0.811], [2.473, -2.162, 0.423], [4.207, -1.650, 1.624], [3.491, -2.360, -1.536], [4.926, -1.973, -1.506], [5.891, -2.917, -1.147], [7.225, -2.580, -0.966], [7.620, -1.261, -1.143], [6.678, -0.318, -1.532], [5.335, -0.643, -1.741], [4.383, 0.418, -2.195], [2.912, 1.195, -0.709], [2.756, 2.938, -1.991], [4.478, 2.003, 0.517], [3.730, -4.578, 0.773], [2.105, -4.824, 0.055], [2.274, -4.516, 1.799], [5.100, -1.472, 1.021], [4.408, -2.469, 2.319], [3.973, -0.748, 2.195], [2.884, -1.772, -2.222], [3.352, -3.416, -1.773], [5.568, -3.941, -0.982], [7.944, -3.337, -0.677], [8.652, -0.967, -0.989], [6.986, 0.711, -1.689], [3.746, 0.066, -3.012], [4.937, 1.290, -2.544], [3.760, 3.289, -2.234], [2.186, 3.742, -1.528], [2.240, 2.635, -2.903], [4.971, 2.828, -0.001], [5.202, 1.211, 0.721], [4.036, 2.340, 1.455], [-1.530, -2.280, -2.553], [-0.365, -2.291, -1.706], [0.463, -3.447, -1.990], [0.416, -1.083, -1.938], [-0.767, -2.321, -0.310]],
  "mulliken_charge": [1.131, -1.040, -0.371, 0.449, -0.663, -0.877, -0.474, 1.476, -0.996, -0.671, -0.317, 0.436, -0.788, 0.446, -0.246, -0.597, -0.315, -0.501, -0.429, -0.448, -0.331, 0.238, 0.422, 0.319, 0.340, 0.343, 0.407, 0.344, 0.309, 0.345, 0.342, 0.344, 0.395, -1.475, 0.820, -1.185, -1.589, 0.313, -0.391, -0.665, -0.589, -0.609, 1.515, -2.156, 0.675, -1.613, -1.253, 0.406, 0.339, 0.380, 0.267, 0.460, 0.277, 0.404, 0.729, 0.306, 0.365, 0.373, 0.291, 0.627, 0.620, 0.453, 0.541, 0.371, 0.423, 0.333, 0.285, -0.690, 1.593, -0.643, -0.642, -0.687],
  "total_charge": -2,
  "lumo_ha": 0.1521,
  "homo_lumo_gap_ev": 5.84,
  "relative_energy_kj_mol": 0.0,
  "e_homo_ha": -0.0624,
  "mol_weight_g_mol": 861.0
}

(4)
{
  "formula": "C31H41As3N4NiO",
  "method": "the ωB97M-V functional and the def2-TZVPD basis",
  "elements": ["Ni", "C", "O", "C", "C", "C", "C", "C", "C", "C", "N", "C", "C", "N", "C", "C", "C", "C", "N", "C", "C", "N", "C", "C", "C", "C", "H", "H", "H", "H", "H", "H", "H", "H", "H", "H", "H", "H", "H", "H", "C", "As", "C", "C", "C", "C", "C", "As", "C", "C", "C", "As", "C", "C", "H", "H", "H", "H", "H", "H", "H", "H", "H", "H", "H", "H", "H", "H", "H", "H", "H", "H", "H", "H", "H", "H", "H", "H", "H", "H", "H"],
  "coordinates": [[-0.541, 2.049, 0.853], [-4.477, -10.900, 0.290], [-3.188, -10.392, 0.630], [-3.007, -9.064, 0.627], [-1.731, -8.616, 0.992], [-1.451, -7.273, 1.019], [-2.433, -6.333, 0.682], [-3.694, -6.787, 0.320], [-3.992, -8.138, 0.291], [-2.112, -4.916, 0.752], [-0.988, -4.404, 1.224], [-1.133, -3.058, 1.111], [-2.355, -2.722, 0.561], [-2.970, -3.928, 0.340], [-2.765, -1.378, 0.348], [-4.012, -0.943, -0.143], [-4.261, 0.399, -0.284], [-3.259, 1.319, 0.035], [-2.084, 0.930, 0.502], [-1.830, -0.387, 0.686], [-0.571, -0.715, 1.293], [0.216, 0.328, 1.661], [1.362, 0.068, 2.269], [1.805, -1.234, 2.527], [1.022, -2.297, 2.147], [-0.207, -2.043, 1.518], [-4.401, -11.979, 0.369], [-4.747, -10.628, -0.731], [-5.235, -10.536, 0.986], [-0.986, -9.356, 1.250], [-0.467, -6.923, 1.302], [-4.481, -6.086, 0.060], [-4.984, -8.462, 0.013], [-3.868, -4.079, -0.086], [-4.780, -1.665, -0.393], [-5.215, 0.758, -0.643], [-3.417, 2.383, -0.086], [1.955, 0.915, 2.584], [2.749, -1.383, 3.032], [1.318, -3.323, 2.326], [0.876, 5.435, 1.161], [1.167, 3.537, 1.392], [1.813, 3.498, 3.225], [2.814, 3.115, 0.437], [2.828, 2.967, -1.095], [4.168, 2.298, -1.450], [1.736, 2.017, -1.618], [-0.160, 2.460, -1.431], [-0.512, 3.986, -2.566], [-0.911, 1.024, -2.488], [2.704, 4.350, -1.770], [4.373, 5.383, -2.110], [4.803, 5.940, -0.276], [3.431, 7.023, -2.606], [0.525, 5.682, 0.164], [1.817, 5.942, 1.366], [0.128, 5.754, 1.885], [2.901, 3.493, 3.209], [1.449, 2.628, 3.766], [1.461, 4.392, 3.733], [3.170, 2.191, 0.902], [3.513, 3.902, 0.723], [4.192, 1.268, -1.087], [5.006, 2.833, -1.000], [4.322, 2.287, -2.529], [1.825, 1.035, -1.140], [1.889, 1.865, -2.690], [0.039, 3.855, -3.495], [-0.221, 4.917, -2.091], [-1.580, 4.013, -2.779], [-0.491, 1.076, -3.491], [-1.993, 1.124, -2.542], [-0.663, 0.065, -2.035], [2.020, 4.990, -1.208], [2.279, 4.233, -2.770], [5.335, 5.156, 0.262], [3.911, 6.239, 0.280], [5.466, 6.802, -0.347], [2.885, 6.877, -3.538], [4.166, 7.811, -2.763], [2.738, 7.338, -1.823]],
  "mulliken_charge": [-0.282, -0.845, -0.453, 0.907, -0.640, -0.501, 0.313, -0.730, -0.659, 0.391, -0.815, 0.520, 0.054, -0.090, 0.295, -0.348, -0.959, -0.365, -0.360, 0.652, 0.033, -0.371, 0.089, -1.359, -0.347, 0.703, 0.246, 0.347, 0.351, 0.444, 0.467, 0.206, 0.424, 0.209, 0.512, 0.459, 0.462, 0.610, 0.486, 0.632, -1.133, 0.209, -1.204, -1.125, 1.935, -2.257, -1.981, 0.975, -1.257, -1.339, -0.887, 0.289, -0.946, -1.140, 0.243, 0.381, 0.521, 0.423, 0.412, 0.512, 0.695, 0.218, 0.541, 0.519, 0.487, 0.478, 0.755, 0.415, 0.296, 0.500, 0.486, 0.416, 0.395, -0.253, 0.789, 0.276, 0.161, 0.458, 0.348, 0.401, 0.300],
  "total_charge": 2,
  "lumo_ha": [-0.2456, -0.2459],
  "homo_lumo_gap_ev": [5.27, 5.26],
  "relative_energy_kj_mol": 28.4,
  "e_homo_ha": [-0.4391, -0.4391],
  "mol_weight_g_mol": 769.2
}

(5)
{
  "formula": "C6H22KNO8",
  "method": "the ωB97M-V functional and the def2-TZVPD basis",
  "elements": ["K", "N", "O", "O", "O", "O", "H", "H", "O", "H", "H", "O", "H", "H", "C", "C", "C", "O", "H", "H", "H", "H", "H", "H", "H", "H", "C", "C", "C", "O", "H", "H", "H", "H", "H", "H", "H", "H"],
  "coordinates": [[0.939, 0.749, 0.602], [3.808, 3.312, 0.631], [4.967, 3.491, 0.390], [3.040, 4.247, 0.769], [3.428, 2.166, 0.986], [-0.040, 3.548, 0.772], [-0.080, 4.325, 0.214], [0.728, 3.688, 1.325], [0.166, 1.829, 3.271], [0.949, 2.218, 3.659], [0.243, 0.894, 3.457], [0.966, 1.693, -1.894], [1.737, 1.639, -2.458], [0.318, 2.164, -2.418], [0.444, -2.062, -1.912], [0.982, -2.408, -0.525], [1.374, -3.877, -0.531], [2.192, -1.668, -0.349], [-0.616, -2.313, -1.940], [0.828, -2.725, -2.687], [0.345, -1.005, -2.161], [0.316, -1.941, 0.200], [0.537, -4.486, -0.873], [1.650, -4.249, 0.456], [2.261, -4.101, -1.124], [2.551, -1.966, 0.490], [-2.357, 0.679, -0.759], [-2.783, -0.006, 0.505], [-3.585, -1.296, 0.180], [-1.739, -0.399, 1.310], [-3.240, 1.042, -1.284], [-1.896, -0.114, -1.349], [-1.645, 1.477, -0.550], [-3.322, 0.781, 1.031], [-4.436, -1.105, -0.473], [-4.070, -1.707, 1.065], [-3.009, -2.105, -0.270], [-1.952, -0.408, 2.246]],
  "mulliken_charge": [0.834, 0.966, -0.626, -0.642, -0.668, -0.530, 0.255, 0.273, -0.584, 0.309, 0.291, -0.488, 0.224, 0.242, -1.221, 0.883, -1.477, -0.570, 0.350, 0.368, 0.268, -0.009, 0.375, 0.434, 0.359, 0.317, -0.963, 0.505, -1.259, -0.429, 0.422, 0.125, 0.124, 0.293, 0.395, 0.359, 0.235, 0.263],
  "lumo_ha": -0.0182,
  "homo_lumo_gap_ev": 6.99,
  "relative_energy_kj_mol": 0.0,
  "e_homo_ha": -0.2752,
  "mol_weight_g_mol": 275.3
}